1.
{"formula": "C9H11N3", "method": "the ωB97M-V functional and the def2-TZVPD basis", "homo_lumo_gap_ev": 8.33, "lumo_ev": 0.74, "spin_multiplicity": 1, "total_charge": 0, "fmax_ev_per_a": 5.4, "smiles": "CCn1c(N)nc2ccccc21", "energy_ha": -513.78431, "de_lowest_ev": 1.515, "symbols": ["C", "C", "N", "C", "N", "N", "C", "C", "C", "C", "C", "C", "H", "H", "H", "H", "H", "H", "H", "H", "H", "H", "H"], "xyz": [[-1.310, -2.179, -1.335], [-0.234, -1.906, -0.282], [0.187, -0.591, -0.526], [1.431, -0.137, -1.140], [2.137, -0.887, -1.944], [1.928, 1.019, -0.588], [0.894, 1.471, 0.199], [0.768, 2.456, 1.129], [-0.244, 2.647, 1.921], [-1.301, 1.775, 1.959], [-1.193, 0.678, 1.198], [-0.113, 0.506, 0.279], [-2.190, -1.564, -1.066], [-1.551, -3.250, -1.397], [-0.920, -1.873, -2.335], [0.550, -2.638, -0.253], [-0.646, -1.989, 0.734], [3.114, -0.720, -2.070], [1.790, -1.787, -2.087], [1.568, 3.166, 1.261], [-0.310, 3.543, 2.508], [-2.130, 2.069, 2.654], [-2.223, 0.192, 1.183]], "forces_ev_per_a": [[0.0526, -0.6354, -0.2811], [-1.7488, -0.8503, -0.2004], [3.5343, 3.7707, -0.7350], [-0.4592, 2.6168, 4.6880], [0.5997, -0.6317, -1.3341], [-1.4255, -1.8718, -2.3097], [-0.7824, -2.7881, 0.3521], [4.5569, 2.1095, -1.6290], [-2.7987, 1.3715, 2.3931], [-0.4400, 1.6788, 1.7690], [-2.6001, -2.1175, -1.9066], [-1.9377, -0.0511, 1.4981], [0.3349, -0.4666, -0.4304], [-0.2927, 0.3176, 0.0887], [-0.4114, -0.1374, 0.7025], [0.8388, -0.2458, -0.5156], [-0.0753, 0.3554, -0.2555], [0.1496, 0.2109, 0.0381], [-0.1845, -1.5366, -0.5023], [0.4595, 0.2183, -0.4101], [0.2726, 0.2426, 0.3815], [0.5120, -0.9306, -0.9985], [1.8453, -0.6293, -0.4028]], "mulliken_charge": [-0.951, -0.782, 0.210, 0.270, -0.365, -0.880, 0.277, -0.532, -0.401, -0.554, -0.350, 0.638, 0.272, 0.369, 0.266, 0.465, 0.369, 0.260, 0.209, 0.342, 0.364, 0.325, 0.177]}

***

2.
{"formula": "C30H59BrN3O2PdSbSi2", "method": "the ωB97M-V functional and the def2-TZVPD basis", "homo_lumo_gap_ev": [3.82, 3.82], "lumo_ev": [-8.38, -8.38], "spin_multiplicity": 1, "total_charge": 2, "fmax_ev_per_a": 1.6, "energy_ha": -5013.86356, "de_lowest_ev": 3.633, "symbols": ["Pd", "Br", "C", "C", "C", "C", "C", "C", "C", "O", "O", "H", "H", "H", "H", "C", "Si", "C", "C", "C", "Si", "C", "C", "C", "H", "H", "H", "H", "H", "H", "H", "H", "H", "H", "H", "H", "H", "H", "H", "H", "H", "H", "H", "C", "C", "N", "C", "C", "N", "H", "H", "H", "H", "H", "H", "C", "C", "C", "C", "Sb", "C", "C", "C", "C", "C", "C", "C", "C", "H", "H", "H", "H", "H", "H", "H", "H", "H", "H", "H", "H", "H", "H", "H", "H", "H", "H", "H", "H", "H", "H", "H", "H", "H", "H", "H", "N", "H", "H", "H"], "xyz": [[0.454, 0.462, 0.323], [-4.594, -4.780, 2.352], [-3.441, -4.306, 0.935], [-3.278, -5.170, -0.146], [-2.423, -4.823, -1.180], [-1.728, -3.625, -1.140], [-1.904, -2.763, -0.057], [-2.763, -3.096, 0.982], [-1.160, -1.491, 0.013], [-1.393, -0.661, 0.911], [-0.231, -1.257, -0.828], [-3.819, -6.103, -0.173], [-2.305, -5.492, -2.017], [-1.054, -3.348, -1.939], [-2.903, -2.414, 1.808], [2.223, -3.373, -0.528], [2.642, -3.466, 1.292], [4.362, -2.782, 1.701], [2.356, -5.169, 2.004], [1.591, -2.167, 2.232], [1.141, -1.920, 4.081], [0.970, -3.577, 4.923], [-0.424, -0.901, 4.181], [2.676, -0.984, 4.681], [2.902, -4.001, -1.096], [2.283, -2.366, -0.919], [1.215, -3.721, -0.715], [5.066, -3.494, 1.268], [4.553, -2.733, 2.763], [4.569, -1.809, 1.269], [2.819, -5.877, 1.318], [1.304, -5.426, 2.072], [2.810, -5.307, 2.976], [1.198, -1.351, 1.598], [0.206, -4.206, 4.475], [0.655, -3.365, 5.948], [1.896, -4.135, 4.976], [-0.935, -0.819, 3.228], [-0.218, 0.104, 4.529], [-1.111, -1.362, 4.883], [3.575, -1.582, 4.652], [2.462, -0.747, 5.726], [2.855, -0.052, 4.155], [2.738, 2.737, 2.161], [1.286, 2.658, 2.431], [0.406, 1.867, 1.836], [-0.825, 2.145, 2.383], [-0.679, 3.115, 3.316], [0.657, 3.422, 3.332], [3.064, 1.823, 1.677], [3.305, 2.861, 3.079], [2.971, 3.579, 1.508], [-1.705, 1.609, 2.081], [-1.383, 3.600, 3.957], [1.096, 4.120, 3.911], [1.526, 1.721, -4.005], [0.124, 1.123, -3.897], [-0.748, 1.631, -5.043], [0.220, -0.399, -3.947], [-0.785, 1.717, -1.967], [-2.969, 1.440, -2.055], [-3.587, 2.509, -2.955], [-3.530, 1.569, -0.638], [-3.257, 0.054, -2.622], [-0.376, 3.860, -1.668], [-1.320, 4.390, -0.593], [-0.549, 4.661, -2.959], [1.060, 3.982, -1.175], [1.940, 1.460, -4.980], [2.215, 1.320, -3.254], [1.538, 2.805, -3.936], [-0.307, 1.301, -5.983], [-0.809, 2.721, -5.076], [-1.755, 1.221, -5.007], [0.837, -0.677, -4.801], [-0.753, -0.869, -4.084], [0.664, -0.827, -3.051], [-3.316, 3.518, -2.665], [-4.673, 2.440, -2.867], [-3.342, 2.370, -4.009], [-3.518, 2.601, -0.287], [-3.008, 0.939, 0.079], [-4.573, 1.247, -0.656], [-2.829, -0.092, -3.612], [-4.338, -0.058, -2.724], [-2.907, -0.748, -1.970], [-2.350, 4.444, -0.932], [-1.016, 5.405, -0.335], [-1.284, 3.795, 0.323], [-1.531, 4.535, -3.407], [0.202, 4.419, -3.705], [-0.438, 5.721, -2.730], [1.207, 3.430, -0.241], [1.279, 5.032, -0.981], [1.784, 3.636, -1.913], [2.561, 0.625, -0.578], [2.537, 0.134, -1.475], [3.333, 0.221, -0.046], [2.811, 1.592, -0.766]], "forces_ev_per_a": [[-1.1397, -0.3591, -0.8931], [0.0477, 0.0222, -0.0564], [0.0780, 0.0109, -0.1277], [-0.0823, 0.1502, 0.2839], [0.0776, 0.1433, 0.0233], [-0.0072, 0.0392, 0.1031], [0.0104, -0.1965, -0.3915], [-0.1843, -0.2072, 0.0858], [-0.2417, -0.5454, -0.2084], [-0.0993, 0.3005, 1.2250], [1.2759, 0.9336, 0.2895], [-0.0419, -0.0597, 0.0083], [0.0201, -0.0806, -0.1087], [-0.0020, 0.0225, -0.0511], [-0.0128, 0.0142, 0.0366], [0.1602, -0.0410, 0.4485], [-0.0627, -0.1125, -0.0707], [-0.3386, -0.0540, -0.1855], [0.0731, 0.3296, -0.2545], [-0.1179, -0.2128, 0.1167], [-0.0322, -0.2085, 0.1338], [-0.0618, 0.4183, -0.0056], [0.2875, -0.1730, -0.0743], [-0.3825, -0.0696, -0.1628], [0.1478, -0.1297, -0.0648], [0.0566, 0.3077, -0.0730], [-0.2687, -0.1293, -0.0001], [0.0522, -0.0737, -0.0662], [0.0346, -0.0435, 0.3230], [-0.0031, 0.1480, -0.1116], [0.0489, -0.1020, -0.0614], [-0.1792, 0.0028, -0.0244], [0.1255, 0.0073, 0.2758], [0.1937, -0.0217, 0.0666], [-0.1124, -0.0365, -0.0936], [-0.0156, -0.0458, 0.0465], [0.2586, -0.1210, -0.0247], [-0.0863, -0.0326, -0.2343], [0.0913, 0.2520, 0.0914], [-0.1150, -0.1156, 0.1679], [0.2213, -0.2001, -0.0027], [-0.0180, 0.0251, 0.0509], [-0.0177, 0.1553, -0.0894], [0.1260, 0.0004, -0.1164], [0.3024, -0.0947, -0.2376], [0.3349, -0.0819, -0.6901], [-0.2946, 0.0141, 0.1552], [-0.1344, -0.1101, -0.0342], [-0.0414, 0.0189, 0.0311], [0.0549, -0.0655, -0.0219], [0.0399, 0.0231, 0.0993], [0.0159, 0.0344, -0.0408], [-0.1077, -0.0071, -0.0590], [-0.2099, 0.0963, 0.1492], [0.0192, -0.0177, 0.0083], [-0.0805, -0.1084, 0.1204], [-0.2284, 0.2509, 0.1658], [0.0751, 0.0332, 0.0105], [-0.0855, 0.0409, 0.0125], [0.2440, 0.1830, 0.6849], [0.2848, 0.3076, -0.2340], [-0.1585, -0.1936, -0.0566], [0.0341, 0.0422, -0.1552], [-0.0002, -0.0108, 0.1191], [-0.2378, -0.1569, -0.4823], [0.0793, -0.1233, 0.0207], [0.0032, 0.1010, 0.1741], [-0.0031, -0.1124, 0.1009], [0.0478, -0.0580, -0.1079], [-0.0636, 0.0401, -0.0185], [-0.0210, 0.0973, 0.0088], [0.0790, -0.0281, -0.1909], [-0.0228, -0.0445, 0.0389], [-0.0234, 0.0136, 0.0185], [0.0645, -0.0644, -0.1444], [-0.0671, -0.0112, 0.0497], [0.0971, -0.0250, 0.0861], [0.0503, 0.1290, 0.0615], [-0.1326, -0.0139, -0.0455], [0.0501, 0.0250, 0.0638], [0.0597, -0.0201, 0.0173], [0.0666, -0.0832, 0.0542], [-0.1167, -0.0011, 0.0022], [0.0427, -0.0038, -0.0578], [-0.1213, -0.0407, 0.0139], [0.0436, -0.0070, 0.0111], [-0.1004, -0.0341, -0.0342], [0.0378, 0.1698, 0.0459], [-0.0101, -0.0151, -0.0254], [-0.0955, -0.0338, -0.0320], [0.0687, -0.0736, -0.0907], [0.0341, 0.1825, 0.0058], [-0.0065, 0.0224, -0.0648], [0.0516, 0.1715, 0.0433], [0.0569, -0.0571, -0.0325], [0.5185, -0.4029, 0.3130], [-0.0667, 0.1490, 0.2161], [-0.0650, 0.0862, -0.2240], [-0.1260, -0.0435, -0.0458]], "mulliken_charge": [-0.055, -0.143, -0.519, -0.374, -1.084, -0.225, 0.423, 0.017, 0.298, -0.406, -0.039, 0.467, 0.475, 0.479, 0.579, -0.361, -0.215, -0.987, -1.060, 2.339, 0.147, -1.112, -0.513, -1.030, 0.607, -0.054, 0.075, 0.401, 0.346, 0.287, 0.410, 0.401, 0.360, -1.212, 0.393, 0.399, 0.354, -0.218, 0.285, 0.536, 0.384, 0.416, 0.226, -1.357, -0.397, 1.099, -1.078, -0.879, 0.112, -0.055, 0.533, 0.348, 0.645, 0.509, 0.222, -1.559, 1.633, -1.709, -1.469, 0.792, 1.514, -1.626, -1.228, -1.724, 1.809, -1.600, -1.705, -1.377, 0.537, 0.156, 0.308, 0.553, 0.276, 0.336, 0.556, 0.316, 0.062, 0.311, 0.552, 0.270, 0.289, -0.180, 0.525, 0.269, 0.567, 0.286, 0.361, 0.581, 0.114, 0.340, 0.323, 0.547, -0.300, 0.603, 0.283, -0.283, 0.108, 0.121, 0.259]}